Entry 1:
Molecular formula: C33H41N4O3RbSeSi
Method: DFT, ωB97M-V with the def2-TZVPD basis set

Last column: Löwdin charge in e.
Cartesian coordinates (Å):
Rb  -0.6012  0.8652  0.6071  0.886
C  0.8921  -1.9000  3.2656  -0.273
C  1.0256  -0.5654  3.7492  -0.272
C  -0.1081  -0.2574  4.5580  -0.265
C  -0.9315  -1.3997  4.6054  -0.288
C  -0.3183  -2.4108  3.8372  -0.254
C  -0.7941  -3.8389  3.5999  -0.092
C  -2.2338  -1.5526  5.3544  -0.093
C  -0.3557  1.0277  5.3416  -0.078
C  2.1172  0.4441  3.4308  -0.088
C  1.8749  -2.6855  2.4983  -0.090
H  -1.4939  -3.9539  2.7180  0.073
H  -1.3551  -4.2608  4.4741  0.056
H  0.0460  -4.5331  3.4591  0.047
H  -2.5816  -0.5476  5.6851  0.053
H  -2.1647  -2.2489  6.2547  0.071
H  -2.9911  -1.9347  4.6193  0.070
H  -1.0988  1.6992  4.9333  0.044
H  0.5998  1.5765  5.4786  0.062
H  -0.8412  0.7533  6.3130  0.062
H  1.7426  1.4584  3.2480  0.036
H  2.7893  0.1144  2.5983  0.070
H  2.7599  0.5647  4.3295  0.060
H  1.3996  -3.5283  1.9778  0.062
H  2.7012  -3.0325  3.1423  0.066
H  2.3302  -2.1099  1.6423  0.073
N  -4.4719  3.8773  -0.1216  -0.164
N  -3.4798  3.6828  -1.0470  -0.056
C  -2.6188  2.6551  -0.7317  -0.879
O  -1.4899  2.5986  -1.3009  -0.182
O  -3.0592  1.8541  0.1462  -0.225
H  -4.7107  2.9482  0.3067  0.086
H  -5.3285  4.3470  -0.4977  0.092
H  -3.0676  4.4784  -1.4853  0.121
Se  -2.9117  4.4867  1.9185  1.205
N  -1.2443  4.2242  1.3096  -0.217
C  -0.2965  4.5966  2.1433  -0.333
C  1.1238  4.3303  2.2314  -0.025
C  1.8415  4.8319  3.2951  -0.088
C  1.2678  5.5905  4.3720  -0.093
C  -0.0643  5.8720  4.4110  -0.054
C  -0.8646  5.3722  3.3479  -0.357
N  -2.2074  5.5288  3.3051  -0.244
H  1.5619  3.7291  1.4174  0.119
H  2.8885  4.5714  3.3159  0.094
H  1.9179  5.8510  5.1931  0.090
H  -0.5323  6.3682  5.2232  0.092
C  -1.0082  -2.8712  -4.9871  -0.091
C  -1.2927  -2.1252  -3.6326  -0.565
C  -2.2907  -0.9002  -3.8089  -0.084
C  -1.9746  -3.0633  -2.6254  -0.116
Si  0.2592  -1.4388  -2.7528  0.366
O  0.0143  -0.9999  -1.2454  -0.509
C  0.7753  0.0035  -3.9469  -0.204
C  0.2570  1.2669  -3.8372  -0.084
C  0.6876  2.2610  -4.7526  -0.095
C  1.3798  1.9172  -5.8886  -0.113
C  1.8935  0.5779  -6.0316  -0.100
C  1.5906  -0.3210  -5.0493  -0.128
C  1.7059  -2.6476  -2.7778  -0.186
C  1.7900  -3.9517  -3.3814  -0.069
C  2.9657  -4.6831  -3.2922  -0.128
C  4.0316  -4.2686  -2.5232  -0.134
C  3.9313  -3.0615  -1.8959  -0.119
C  2.8529  -2.1995  -2.0917  -0.087
H  -1.9838  -2.9032  -5.5179  0.068
H  -0.6544  -3.9187  -4.8021  0.055
H  -0.2428  -2.3609  -5.6043  0.063
H  -3.2516  -1.3321  -4.2012  0.071
H  -1.8879  -0.1680  -4.5477  0.074
H  -2.5723  -0.4179  -2.8581  0.084
H  -3.0331  -3.1930  -2.8352  0.069
H  -1.8373  -2.5978  -1.6785  0.046
H  -1.4438  -4.0001  -2.4440  0.075
H  -0.3516  1.5945  -2.9851  0.086
H  0.3640  3.2846  -4.5863  0.094
H  1.4890  2.5769  -6.7241  0.071
H  2.5865  0.2915  -6.7974  0.077
H  2.0517  -1.2819  -5.0775  0.082
H  1.0223  -4.3027  -4.0418  0.059
H  3.0501  -5.5811  -3.8420  0.074
H  4.9258  -4.9012  -2.4673  0.096
H  4.7617  -2.6672  -1.3113  0.094
H  2.7756  -1.1544  -1.6301  0.128

Values from the calculation:
LUMO level: 0.12405 hartree
ΔE to the lowest compared entry with this formula, charge and spin: 20.56 kcal per mole
largest force on an atom: 4.07 eV/A
gap between HOMO and LUMO: 3.9199 eV
total charge: -2
E: -120868.8460 eV

***

Entry 2:
Molecular formula: C5H6O
Method: DFT, ωB97M-V with the def2-TZVPD basis set

Last column: Löwdin charge in e.
Cartesian coordinates (Å):
C  2.1820  -0.2921  -0.0050  0.148
C  1.3798  0.3833  0.5995  -0.020
C  -0.0190  0.4833  0.1003  -0.596
O  -0.2803  1.6904  -0.5397  0.022
C  -0.6204  -0.7052  -0.5916  -0.074
C  -1.1077  -0.2713  0.7747  -0.068
H  2.6505  -0.9069  -0.7300  0.055
H  -0.0018  2.3876  0.0665  0.105
H  -1.2261  -0.4632  -1.4593  0.109
H  -0.0635  -1.6377  -0.6673  0.104
H  -2.0642  0.2281  0.8323  0.105
H  -0.8294  -0.8963  1.6195  0.110

Values from the calculation:
LUMO level: 0.01507 hartree
SMILES string: C#CC1(O)CC1
ΔE to the lowest compared entry with this formula, charge and spin: 94.78 kcal per mole
largest force on an atom: 1.56 eV/A
gap between HOMO and LUMO: 9.5915 eV
total charge: 0
E: -7325.1745 eV

***

Entry 3:
Molecular formula: C20H19NO6
Method: DFT, ωB97M-V with the def2-TZVPD basis set

Last column: Löwdin charge in e.
Cartesian coordinates (Å):
O  -3.8125  -3.2426  -0.2404  0.108
C  -2.7564  -2.9009  0.2150  -0.552
O  -2.6411  -2.3300  1.4170  0.108
C  -1.4160  -3.1221  -0.4615  -0.073
C  -0.3292  -2.2129  0.0083  0.019
C  -0.2829  -0.8829  -0.1601  -0.124
N  0.7718  -0.0752  0.2635  0.163
C  1.9403  -0.4414  0.8550  -0.533
O  2.2788  -1.5633  1.1362  0.099
O  2.6667  0.6670  1.0980  0.029
C  3.9634  0.4785  1.6777  -0.111
C  5.0273  0.4744  0.6115  -0.196
C  5.2121  -0.6551  -0.1770  -0.029
C  6.1631  -0.6557  -1.1817  -0.078
C  6.9392  0.4693  -1.4049  -0.091
C  6.7587  1.5972  -0.6229  -0.085
C  5.8032  1.6015  0.3784  -0.040
C  -1.3282  -0.0396  -0.8082  -0.419
O  -1.1701  1.1440  -1.0043  0.138
O  -2.4317  -0.7098  -1.1296  -0.012
C  -3.5102  0.0456  -1.6709  -0.088
C  -4.2169  0.9099  -0.6556  -0.186
C  -5.1763  1.8113  -1.1023  -0.039
C  -5.8551  2.6128  -0.2042  -0.081
C  -5.5802  2.5262  1.1508  -0.091
C  -4.6249  1.6329  1.5997  -0.073
C  -3.9473  0.8254  0.7013  -0.027
H  -3.5162  -2.2390  1.8283  0.137
H  -1.1365  -4.1588  -0.2597  0.133
H  -1.5867  -3.0248  -1.5358  0.133
H  0.5013  -2.6721  0.5224  0.108
H  0.6411  0.9110  0.0563  0.152
H  3.9648  -0.4691  2.2272  0.130
H  4.1002  1.3145  2.3671  0.129
H  4.6060  -1.5311  0.0014  0.110
H  6.3009  -1.5373  -1.7902  0.103
H  7.6834  0.4673  -2.1876  0.101
H  7.3613  2.4770  -0.7946  0.102
H  5.6600  2.4841  0.9849  0.111
H  -3.1367  0.6743  -2.4880  0.141
H  -4.1969  -0.7067  -2.0705  0.147
H  -5.3870  1.8824  -2.1595  0.116
H  -6.5976  3.3103  -0.5623  0.103
H  -6.1073  3.1551  1.8525  0.101
H  -4.4013  1.5623  2.6541  0.104
H  -3.1987  0.1366  1.0650  0.103

Values from the calculation:
LUMO level: 0.01830 hartree
SMILES string: O=C(O)C/C=C(/NC(=O)OCc1ccccc1)C(=O)OCc1ccccc1
ΔE to the lowest compared entry with this formula, charge and spin: 3.46 kcal per mole
largest force on an atom: 0.76 eV/A
gap between HOMO and LUMO: 9.4544 eV
total charge: 0
E: -34824.6027 eV

***

Entry 4:
Molecular formula: C40H45IN2OPdSeSi
Method: DFT, ωB97M-V with the def2-TZVPD basis set

Last column: Löwdin charge in e.
Cartesian coordinates (Å):
Pd  -0.5184  0.4335  0.1350  0.785
I  -2.4674  2.1327  2.2069  0.889
C  -2.3499  3.6897  0.7531  -0.584
C  -2.8474  4.9152  1.1536  -0.195
C  -2.9344  5.9981  0.2683  -0.120
C  -2.6234  5.7926  -1.0388  -0.068
C  -2.1397  4.5415  -1.4932  -0.189
C  -1.8410  4.3238  -2.8351  -0.082
C  -1.2373  3.1672  -3.2648  -0.103
C  -0.8942  2.1708  -2.3659  -0.141
C  -1.2639  2.2458  -1.0290  -0.160
C  -1.8715  3.4592  -0.5693  -0.240
H  -3.1913  5.0557  2.1739  0.071
H  -3.3324  6.9525  0.6053  0.093
H  -2.7367  6.5708  -1.7888  0.100
H  -2.1284  5.0795  -3.5794  0.101
H  -1.0721  3.0494  -4.3185  0.088
H  -0.4338  1.2580  -2.7148  0.076
Se  1.0754  1.3759  3.4516  0.638
C  2.7508  1.1460  4.2557  -0.705
C  3.2850  -0.1183  4.5163  -0.139
C  4.5487  -0.2490  5.0861  -0.184
N  5.2907  0.7912  5.4713  0.008
C  4.7580  2.0053  5.2329  -0.208
C  3.5701  2.2448  4.6197  -0.146
H  2.7214  -1.0090  4.2578  0.083
H  5.0080  -1.2424  5.2299  0.097
H  5.3898  2.8243  5.5504  0.085
H  3.2294  3.2611  4.4744  0.085
C  2.4545  -2.1405  1.4219  -0.054
C  1.3832  -2.7207  2.2917  -0.254
C  1.4453  -4.0308  2.7194  -0.083
C  0.4532  -4.5695  3.5384  -0.108
C  -0.6360  -3.7602  3.9018  -0.081
C  -0.7650  -2.4713  3.4507  -0.219
C  -1.9547  -1.6060  3.7817  -0.049
C  0.2453  -1.9124  2.5993  -0.338
N  0.1320  -0.6943  2.0208  0.028
H  3.2627  -2.8719  1.3075  0.074
H  2.8749  -1.2115  1.8303  0.072
H  2.0441  -1.9299  0.4373  0.053
H  2.2502  -4.6696  2.3443  0.103
H  0.4966  -5.6022  3.8392  0.076
H  -1.4150  -4.1511  4.5403  0.093
H  -2.5894  -2.1743  4.4303  0.058
H  -2.4754  -1.3456  2.8668  0.048
H  -1.6501  -0.6851  4.2944  0.067
C  5.5555  1.5563  -1.1985  -0.197
Si  3.8941  1.4474  -2.1242  0.418
C  4.0835  0.1806  -3.5284  -0.197
C  3.5979  3.1456  -2.9159  -0.187
C  2.4825  0.9834  -1.1062  -0.247
C  1.3866  0.6895  -0.6395  -0.222
H  6.3036  1.8087  -1.9706  0.020
H  5.8388  0.6123  -0.7398  0.017
H  5.5244  2.3155  -0.4434  0.009
H  4.8939  0.4362  -4.1749  -0.003
H  3.1386  0.1275  -4.0894  0.026
H  4.2787  -0.8273  -3.1632  0.019
H  4.2889  3.3430  -3.7116  0.005
H  3.6903  3.9417  -2.1901  0.020
H  2.5955  3.1856  -3.3122  0.014
C  -4.3329  0.7947  -0.9901  -0.070
C  -4.6009  -0.7078  -0.8640  -0.378
C  -4.4787  -1.2251  0.5620  -0.082
C  -3.7253  -1.5064  -1.8263  -0.135
C  -4.3832  -2.0554  -2.9119  -0.091
C  -3.7387  -2.8712  -3.8186  -0.129
C  -2.3948  -3.1572  -3.5601  -0.085
C  -1.6831  -2.6329  -2.5128  -0.141
C  -0.2216  -3.0521  -2.3688  -0.369
C  0.7657  -1.9230  -2.6315  -0.073
C  0.0554  -3.7234  -1.0140  -0.068
C  -2.3381  -1.7681  -1.5865  -0.301
O  -1.7301  -1.2740  -0.5455  -0.207
H  -4.9247  1.3948  -0.3257  0.059
H  -4.5076  1.0652  -2.0417  0.087
H  -3.2825  0.9708  -0.7679  0.020
H  -5.6398  -0.8911  -1.1656  0.113
H  -3.4844  -1.0549  0.9592  0.031
H  -4.6714  -2.2931  0.5464  0.079
H  -5.2311  -0.7554  1.1962  0.071
H  -5.4428  -1.9223  -3.0504  0.091
H  -4.2728  -3.3652  -4.6263  0.077
H  -1.8950  -3.8719  -4.2006  0.091
H  -0.0684  -3.8084  -3.1461  0.111
H  0.5422  -1.0775  -1.9856  0.019
H  0.7341  -1.5949  -3.6643  0.073
H  1.7818  -2.2635  -2.4243  0.072
H  -0.0918  -3.0011  -0.1823  0.068
H  1.0611  -4.1501  -0.9512  0.069
H  -0.6543  -4.5447  -0.8549  0.078

Values from the calculation:
LUMO level (spin up / spin down): 0.14958 / 0.14340 hartree
<S²>: 6.034
ΔE to the lowest compared entry with this formula, charge and spin: 0.00 kcal per mole
largest force on an atom: 1.45 eV/A
gap between HOMO and LUMO (spin up / spin down): 5.7700 / 5.8445 eV
total charge: -2
spin multiplicity: 5
E: -132039.5722 eV